{
  "formula": "C34H89Cl4N3O32P8",
  "method": "ωB97M-V with the def2-TZVPD basis set",
  "symbols": ["C", "O", "P", "O", "O", "C", "O", "C", "H", "H", "H", "H", "H", "H", "H", "H", "H", "C", "O", "P", "O", "O", "C", "O", "C", "H", "H", "H", "H", "H", "H", "H", "H", "H", "C", "O", "P", "O", "O", "C", "O", "C", "H", "H", "H", "H", "H", "H", "H", "H", "H", "C", "O", "P", "O", "O", "C", "O", "C", "H", "H", "H", "H", "H", "H", "H", "H", "H", "C", "O", "P", "O", "O", "C", "O", "C", "H", "H", "H", "H", "H", "H", "H", "H", "H", "C", "O", "P", "O", "O", "C", "O", "C", "H", "H", "H", "H", "H", "H", "H", "H", "H", "C", "O", "P", "O", "O", "C", "O", "C", "H", "H", "H", "H", "H", "H", "H", "H", "H", "C", "O", "P", "O", "O", "C", "O", "C", "H", "H", "H", "H", "H", "H", "H", "H", "H", "Cl", "C", "C", "Cl", "H", "H", "H", "H", "Cl", "C", "C", "Cl", "H", "H", "H", "H", "C", "C", "N", "H", "H", "H", "C", "C", "N", "H", "H", "H", "C", "C", "N", "H", "H", "H"],
  "xyz": [[0.673, -0.927, 6.007], [0.339, 0.353, 5.391], [1.021, 1.609, 6.069], [2.469, 1.461, 6.266], [0.558, 2.809, 5.174], [0.897, 2.789, 3.791], [0.182, 1.831, 7.383], [0.952, 2.120, 8.571], [1.689, -1.245, 5.875], [-0.001, -1.670, 5.598], [0.299, -0.867, 7.062], [1.839, 2.330, 3.663], [1.141, 3.797, 3.518], [0.178, 2.320, 3.104], [1.129, 3.187, 8.555], [1.871, 1.568, 8.594], [0.289, 1.837, 9.411], [1.726, -3.105, 2.992], [3.036, -3.493, 2.534], [3.177, -4.082, 1.087], [2.511, -3.408, 0.009], [2.479, -5.478, 1.310], [2.743, -6.467, 2.365], [4.739, -4.259, 1.000], [5.494, -3.445, 0.057], [1.631, -2.037, 2.788], [1.645, -3.435, 4.051], [1.039, -3.670, 2.413], [2.996, -7.416, 1.885], [1.858, -6.560, 2.926], [3.570, -6.148, 3.032], [5.513, -2.458, 0.532], [5.061, -3.506, -0.967], [6.456, -3.839, 0.083], [-4.205, -6.054, 1.916], [-3.278, -5.052, 1.395], [-1.788, -5.408, 1.743], [-1.440, -5.799, 3.116], [-0.956, -4.122, 1.296], [-0.992, -3.459, -0.047], [-1.549, -6.599, 0.672], [-0.474, -7.592, 0.714], [-4.228, -6.819, 1.205], [-5.208, -5.600, 1.914], [-3.928, -6.410, 2.890], [-0.471, -4.010, -0.847], [-0.494, -2.489, 0.118], [-2.034, -3.261, -0.300], [0.328, -7.222, 0.080], [-0.851, -8.564, 0.387], [-0.165, -7.779, 1.738], [-6.241, 3.135, -6.005], [-4.947, 3.112, -5.374], [-4.887, 2.941, -3.795], [-5.902, 3.767, -3.100], [-5.034, 1.411, -3.531], [-3.977, 0.415, -3.762], [-3.363, 3.193, -3.478], [-2.890, 4.556, -3.487], [-6.780, 2.189, -5.779], [-6.166, 3.162, -7.021], [-6.913, 3.930, -5.663], [-3.948, 0.276, -4.856], [-4.244, -0.454, -3.169], [-2.984, 0.794, -3.414], [-1.949, 4.580, -3.059], [-3.688, 5.235, -3.129], [-2.698, 4.801, -4.566], [6.411, 1.130, 1.061], [5.697, 1.877, 2.043], [4.450, 1.287, 2.828], [3.246, 0.882, 2.108], [5.161, 0.043, 3.495], [4.480, -1.089, 4.100], [4.115, 2.394, 3.855], [4.928, 2.721, 4.973], [6.784, 1.924, 0.468], [5.766, 0.458, 0.406], [7.210, 0.443, 1.485], [3.526, -1.143, 3.613], [4.306, -0.882, 5.119], [5.140, -1.947, 4.008], [4.215, 2.633, 5.811], [5.193, 3.771, 4.868], [5.800, 2.114, 5.151], [-4.866, 5.074, -0.373], [-3.811, 5.273, 0.614], [-2.266, 4.993, 0.446], [-1.864, 3.836, -0.374], [-1.649, 6.335, -0.165], [-0.262, 6.507, -0.268], [-1.680, 5.029, 1.940], [-2.201, 3.981, 2.703], [-5.394, 4.181, -0.119], [-4.418, 5.121, -1.354], [-5.576, 5.927, -0.340], [0.120, 7.098, 0.583], [-0.105, 7.068, -1.209], [0.104, 5.537, -0.358], [-2.228, 3.010, 2.165], [-3.243, 4.176, 2.961], [-1.686, 3.790, 3.627], [-2.171, 0.937, -0.594], [-0.723, 0.461, -0.588], [-0.305, -0.375, -1.822], [-1.200, -1.504, -2.180], [-0.276, 0.715, -3.006], [0.166, 0.591, -4.374], [1.194, -0.727, -1.613], [2.121, -0.278, -0.556], [-2.790, 0.080, -0.679], [-2.226, 1.617, -1.416], [-2.233, 1.437, 0.305], [0.448, 1.563, -4.755], [-0.692, 0.357, -4.999], [0.978, -0.138, -4.501], [2.409, 0.742, -0.839], [2.953, -1.035, -0.561], [1.695, -0.275, 0.429], [0.918, 3.292, -2.356], [2.005, 3.014, -1.472], [3.413, 3.658, -1.610], [3.399, 4.931, -2.308], [3.840, 3.752, -0.078], [2.932, 4.118, 0.962], [4.453, 2.556, -2.082], [4.465, 2.342, -3.521], [0.924, 2.571, -3.197], [0.891, 4.340, -2.702], [-0.027, 3.061, -1.824], [2.472, 5.071, 0.671], [3.595, 4.252, 1.820], [2.152, 3.311, 0.942], [3.491, 2.073, -3.917], [5.151, 1.523, -3.690], [4.864, 3.212, -4.045], [-3.002, -0.161, 4.727], [-3.727, -1.043, 3.311], [-3.717, -2.547, 3.565], [-4.732, -2.927, 4.990], [-3.189, -0.828, 2.405], [-4.727, -0.690, 3.121], [-2.690, -2.904, 3.788], [-4.139, -3.174, 2.782], [-3.296, -2.135, -6.239], [-1.880, -3.147, -5.664], [-2.103, -3.938, -4.350], [-3.354, -5.150, -4.599], [-1.054, -2.458, -5.464], [-1.607, -3.887, -6.396], [-2.411, -3.288, -3.508], [-1.152, -4.381, -4.121], [1.960, -3.271, -3.076], [3.182, -2.539, -3.171], [4.115, -1.903, -3.291], [2.081, -4.336, -3.236], [1.356, -2.920, -3.907], [1.419, -3.087, -2.173], [3.434, -1.393, -6.846], [2.161, -1.939, -7.191], [1.182, -2.356, -7.615], [3.689, -1.685, -5.839], [3.452, -0.306, -6.814], [4.187, -1.660, -7.568], [-7.389, 0.769, -1.988], [-6.276, 0.368, -1.137], [-5.387, 0.135, -0.458], [-7.240, 1.852, -2.322], [-8.285, 0.623, -1.438], [-7.405, 0.206, -2.922]],
  "forces_ev_per_angstrom": [[-2.200, 0.489, 0.957], [0.503, -0.744, -0.073], [-0.051, -0.344, -0.344], [0.007, -0.045, 0.164], [-0.799, -0.109, 0.019], [0.416, 0.264, -0.594], [0.477, -0.224, 0.215], [-1.474, 0.216, 0.420], [0.576, 0.291, 0.091], [-0.023, 0.002, -0.599], [1.007, -0.081, -0.552], [0.877, -1.045, -0.164], [-0.566, 0.772, -0.269], [-0.107, 0.207, 0.663], [0.238, 0.182, 0.389], [0.413, -0.245, -0.013], [0.522, 0.266, -0.368], [0.776, -0.347, 0.341], [0.789, 0.921, 0.725], [0.155, -1.445, 2.032], [-0.628, 1.250, -1.770], [0.358, -1.653, -0.011], [1.436, 1.061, -0.952], [-0.184, -0.478, -0.487], [-1.854, 0.461, 0.413], [-0.304, -0.059, 0.465], [0.033, 0.668, -0.639], [-1.129, -0.224, -0.310], [-0.011, 0.214, 0.026], [-1.122, -0.118, 0.669], [-0.419, -0.100, -0.479], [-0.005, 0.166, -0.815], [0.245, 0.389, 0.861], [1.678, -0.715, -0.132], [-0.905, 1.600, -0.291], [-0.412, -0.120, 0.778], [1.920, -0.469, -0.828], [-0.256, 0.223, -0.204], [-0.294, -0.331, -1.086], [-0.155, 0.268, 1.024], [0.249, -0.087, 0.183], [-0.737, 0.590, 0.397], [0.021, -1.493, -0.930], [0.495, 0.025, 0.242], [0.193, 0.016, 0.421], [-0.228, -0.070, 0.690], [-0.139, -0.652, -0.052], [0.149, -0.149, -0.114], [0.147, -0.194, 0.120], [-0.235, 0.399, -0.439], [0.264, 0.434, 0.193], [-1.284, -1.165, 2.954], [-0.254, 0.429, -0.566], [-0.472, 0.360, 0.101], [0.648, -0.585, -0.232], [0.371, -0.611, 0.474], [0.475, 1.162, -0.367], [-0.115, 0.297, 0.341], [-1.859, 0.101, -3.017], [0.361, 0.387, 0.014], [0.817, 0.313, -2.687], [0.594, 0.132, 0.164], [0.072, -0.453, 0.629], [-0.083, -0.095, -0.320], [-0.912, -0.226, -0.254], [1.429, 0.145, 1.652], [0.889, -0.266, 0.128], [-0.357, 0.040, 0.750], [-0.323, -1.839, -0.298], [-0.636, -0.243, 0.516], [0.526, -1.274, -0.731], [-0.426, 0.110, -0.631], [0.635, -0.271, 0.822], [0.375, 1.046, -1.005], [0.288, -0.002, -0.058], [-1.164, 1.111, 1.249], [0.890, 0.237, -0.900], [0.364, 1.012, 0.918], [-0.866, 1.167, -0.155], [-0.340, -0.704, -0.340], [-0.073, 0.327, 1.348], [-0.281, -0.064, -0.313], [0.722, -0.013, -0.106], [0.303, -0.035, -0.015], [0.199, -0.416, -0.382], [0.444, 1.420, 0.111], [0.306, 0.218, 0.308], [0.731, 0.950, -0.988], [-0.421, 0.043, 0.489], [-2.322, 0.117, 0.806], [-0.204, 1.815, -0.578], [-0.215, 0.283, -1.090], [-1.467, -1.935, 0.642], [-0.100, -0.687, -0.241], [-0.177, -0.624, -0.144], [0.596, -0.413, 0.401], [-0.017, -0.505, -0.311], [0.220, -0.281, 0.536], [1.669, -1.477, -0.045], [0.297, 0.511, 0.008], [-0.042, 0.205, 0.058], [0.639, 0.442, 0.229], [2.433, -1.110, -1.189], [-1.128, 0.532, 0.375], [-0.351, -0.308, -1.728], [0.660, 0.288, 0.113], [0.147, 0.282, -0.358], [-0.727, -0.566, 0.469], [0.435, -0.536, 0.809], [0.802, -0.387, -1.000], [-0.623, -0.585, -0.046], [-0.427, 0.429, -0.384], [-0.469, 1.005, 1.756], [0.479, 0.316, 0.332], [-0.123, -0.625, -0.007], [-0.227, 0.197, 0.128], [0.257, -0.449, 0.294], [-0.809, 1.040, -0.169], [-0.581, -0.033, 0.254], [-1.219, -0.400, -0.453], [-1.146, -0.701, -0.283], [0.978, 0.617, 2.347], [0.102, 0.602, -1.047], [0.836, -0.509, -1.022], [-0.444, -0.315, -1.271], [-0.517, 0.144, -0.860], [0.748, 0.010, 0.209], [0.364, 0.857, 0.459], [0.369, -0.465, 0.193], [0.683, 0.307, -0.004], [-0.055, -0.040, 0.384], [-0.744, -0.334, 0.238], [0.653, 0.796, 0.999], [-0.244, 0.020, 0.138], [0.007, -0.259, 0.053], [-0.233, 0.103, 0.186], [-0.271, -0.242, -0.893], [-0.069, -0.726, 0.283], [0.567, -0.043, 0.574], [-0.043, -0.129, 0.171], [0.697, 0.203, -0.177], [-0.371, 0.215, 0.399], [-0.637, 0.205, -0.132], [0.175, 0.541, -0.310], [0.838, -0.818, 0.388], [-0.098, 0.142, 1.405], [-0.789, 1.949, -0.449], [-0.204, -0.559, 0.118], [-0.188, -0.021, -0.351], [-0.077, 0.201, -0.707], [0.259, -0.327, -0.550], [0.330, -0.513, 0.190], [-0.785, -0.523, -0.945], [-0.755, -0.580, 0.499], [1.598, 0.971, -0.232], [0.310, -0.182, 0.151], [-0.379, 0.081, -0.161], [-0.037, 0.175, 0.666], [0.647, 0.839, 0.701], [-0.482, 0.081, -0.847], [-0.417, -0.220, 0.261], [0.450, -0.373, 0.262], [-0.463, 0.166, -0.149], [0.283, -0.475, -0.123], [0.933, 1.378, -1.035], [-0.365, 0.473, -0.615], [0.532, -0.336, 0.515], [-0.291, -1.320, 0.794], [-0.955, 0.044, 0.294], [0.018, -0.226, 0.235]],
  "e_homo_ha": -0.377,
  "gap_ev": 10.711,
  "energy_ev": -231109.71699,
  "multiplicity": 1
}